A 2-piece molecular cluster, C2H6BrClO2Si overall at a distorted geometry, computed with ωB97M-V with the def2-TZVPD basis set.

Values from the calculation:
ΔE to the lowest compared entry with this formula, charge and spin = 4.1 kcal/mol
Spin multiplicity = 3
Lowest unoccupied orbital energy (alpha / beta) = 0.6603 / -1.9831 eV
Energy = -3553.9441 Ha

Atoms and positions in Å:
1 H -0.27 1.17 1.49
2 H 0.41 2.78 0.38
3 H -1.04 0.22 -1.95
4 H -0.80 -1.74 -0.69
5 Si 2.51 0.01 1.13
6 H -2.47 -1.65 -1.27
7 H -2.14 -0.91 0.33
8 O -1.47 0.34 -1.11
9 Cl 1.65 -1.74 1.76
10 O 1.49 1.16 0.57
11 Br 3.45 -0.47 -0.80
12 C 0.41 1.82 0.83
13 C -1.73 -1.00 -0.68


An isolated molecule of C5H5NO at a distorted geometry, computed with ωB97M-V with the def2-TZVPD basis set.

Values from the calculation:
ΔE to the lowest compared entry with this formula, charge and spin = 29.4 kcal/mol
Spin multiplicity = 1
SMILES = C=C(C#N)CC=O
Lowest unoccupied orbital energy = 0.3308 eV
Energy = -323.4728 Ha

Atoms and positions in Å:
1 N 1.33 -1.42 -2.26
2 H -1.93 -0.24 -1.83
3 C -0.16 0.04 -0.70
4 O 0.41 -1.53 1.57
5 C 0.52 -0.34 1.68
6 C 0.65 -0.78 -1.57
7 H -2.07 0.83 -0.31
8 H 1.57 0.88 0.30
9 H 0.03 1.57 0.81
10 C 0.52 0.63 0.51
11 H 0.66 0.13 2.68
12 C -1.45 0.22 -0.97